[1]
Computed, not measured: C2H5O2Pr as an isolated structure, with wB97M-V/def2-TZVPD.

Calculated values
Lowest unoccupied orbital energy (alpha / beta) (eV): -5.99 / -5.73
Energy above the lowest of the compared OMol25 structures with the same formula, charge and spin (eV): 2.111
Total energy (eV): -20308.0043
Maximum force (eV/Å): 5.37

```
! wB97M-V def2-TZVPD RIJCOSX def2/J DEFGRID3
* xyz 1 4
C -1.93 0.09 -0.04
C -2.10 1.50 -0.62
O -0.97 2.29 -0.41
Pr 0.92 1.16 -0.40
H -1.98 0.13 1.06
H -2.75 -0.56 -0.38
H -3.00 1.95 -0.15
H -2.33 1.41 -1.70
O -0.69 -0.47 -0.45
H -1.28 -2.87 -0.73
*
```

---

[2]
Computed, not measured: C15H16PtTe as an isolated structure, with wB97M-V/def2-TZVPD.

Calculated values
Lowest unoccupied orbital energy (alpha / beta) (eV): -14.04 / -17.50
Energy above the lowest of the compared OMol25 structures with the same formula, charge and spin (eV): 0.666
Total energy (eV): -26303.1303
Maximum force (eV/Å): 0.62

```
! wB97M-V def2-TZVPD RIJCOSX def2/J DEFGRID3
* xyz 4 5
Pt -1.36 -0.49 0.90
C -1.56 -0.81 5.28
C -2.14 -0.81 3.94
C -1.84 -1.87 3.00
C -2.61 -2.03 1.83
C -3.61 -1.05 1.52
C -3.74 0.11 2.31
C -3.04 0.22 3.51
H -1.19 -1.78 5.60
H -2.24 -0.37 6.02
H -0.70 -0.11 5.26
H -1.08 -2.60 3.26
H -2.54 -2.95 1.26
H -4.23 -1.19 0.64
H -4.44 0.89 2.02
H -3.21 1.07 4.16
C 0.16 0.97 -2.69
Te 0.31 1.01 -0.55
C 2.36 0.47 -0.81
C 2.61 0.67 -2.29
C 3.98 0.63 -2.78
C 4.26 0.81 -4.16
C 3.23 1.03 -5.04
C 1.89 1.09 -4.56
C 1.59 0.90 -3.16
H -0.38 1.87 -3.02
H -0.45 0.09 -2.92
H 2.43 -0.57 -0.48
H 2.97 1.10 -0.15
H 4.79 0.46 -2.09
H 5.29 0.78 -4.48
H 3.40 1.17 -6.10
H 1.09 1.28 -5.26
*
```

---

[3]
Computed, not measured: C18H23N5O2PbS3 as an isolated structure, with wB97M-V/def2-TZVPD.

Calculated values
Lowest unoccupied orbital energy (eV): 0.43
Energy above the lowest of the compared OMol25 structures with the same formula, charge and spin (eV): 0.000
Total energy (eV): -68341.0804
Maximum force (eV/Å): 0.67

```
! wB97M-V def2-TZVPD RIJCOSX def2/J DEFGRID3
* xyz 0 1
Pb -1.09 -0.52 -0.36
C -1.72 2.43 1.28
C -2.39 1.52 2.32
N -2.04 0.13 2.07
C -3.04 -0.86 2.44
C -4.34 -0.72 1.62
S -4.11 -0.43 -0.17
C -4.30 1.39 -0.32
C -3.07 2.17 -0.80
N -1.82 1.91 -0.09
H -0.66 2.52 1.50
H -2.17 3.43 1.34
H -3.47 1.62 2.27
H -2.09 1.85 3.32
H -1.15 -0.10 2.49
H -3.32 -0.81 3.50
H -2.60 -1.84 2.26
H -4.98 0.07 2.00
H -4.89 -1.66 1.68
H -4.66 1.75 0.64
H -5.09 1.54 -1.05
H -3.33 3.24 -0.74
H -2.90 1.93 -1.85
H -1.06 2.33 -0.62
S -1.77 -0.08 -3.13
C -0.28 -0.87 -3.28
N 0.61 -0.86 -2.31
C 1.75 -1.57 -2.65
C 2.90 -1.70 -1.87
C 3.95 -2.46 -2.34
C 3.88 -3.10 -3.58
C 2.76 -2.96 -4.38
C 1.71 -2.19 -3.91
S 0.19 -1.82 -4.68
H 2.95 -1.20 -0.91
H 4.85 -2.56 -1.74
H 4.71 -3.71 -3.92
H 2.69 -3.45 -5.34
C 4.11 1.96 1.25
N 3.10 0.91 1.34
C 3.45 -0.33 1.79
C 2.57 -1.34 1.86
C 1.22 -1.10 1.40
O 0.34 -1.98 1.38
N 0.91 0.15 0.94
C 1.79 1.18 0.91
O 1.49 2.31 0.53
H 4.72 1.97 2.15
H 3.60 2.91 1.14
H 4.75 1.81 0.38
H 4.49 -0.45 2.06
H 2.85 -2.33 2.20
*
```

---

[4]
Computed, not measured: a 2-piece molecular cluster, C3H8O4S2 overall, with wB97M-V/def2-TZVPD.

Calculated values
Lowest unoccupied orbital energy (eV): 0.33
Energy above the lowest of the compared OMol25 structures with the same formula, charge and spin (eV): 0.000
Total energy (eV): -33098.7719
Maximum force (eV/Å): 4.06

```
! wB97M-V def2-TZVPD RIJCOSX def2/J DEFGRID3
* xyz 0 1
C 1.24 1.73 -1.19
C -1.49 -1.14 1.84
C 0.64 2.91 -0.59
O -3.57 -1.43 0.27
O -1.70 -0.18 -0.66
O 1.04 2.00 1.74
O -1.58 -2.64 -0.31
S -2.18 -1.20 0.21
S 0.57 3.16 0.98
H 2.08 1.44 -0.62
H 0.64 0.88 -1.32
H 1.72 1.97 -2.21
H -0.60 -0.51 2.06
H -2.31 -0.74 2.63
H -1.56 -2.14 2.22
H -2.36 -3.11 -0.27
H 0.34 3.79 -1.14
*
```

---

[5]
Computed, not measured: one molecule with the formula C20H33ClN2O4, with wB97M-V/def2-TZVPD.

Calculated values
Lowest unoccupied orbital energy (eV): 0.49
SMILES string: CN(CC1(O)CN(C(=O)C[C@@H]2C[C@@H](O)C2(C)C)C1)C(=O)C1(Cl)CCCCC1
Energy above the lowest of the compared OMol25 structures with the same formula, charge and spin (eV): 0.073
Total energy (eV): -44968.4255
Maximum force (eV/Å): 0.24

```
! wB97M-V def2-TZVPD RIJCOSX def2/J DEFGRID3
* xyz 0 1
C -3.46 -2.51 -2.44
N -2.50 -1.98 -1.47
C -1.13 -1.92 -1.94
C -0.84 -0.83 -2.97
O -1.04 -1.40 -4.25
C -1.53 0.54 -2.74
N -0.22 1.10 -2.46
C 0.12 2.32 -1.98
O -0.72 3.18 -1.79
C 1.58 2.49 -1.62
C 1.81 1.96 -0.21
C 1.17 2.70 0.98
C 2.42 2.39 1.81
O 2.17 1.22 2.58
C 3.20 2.12 0.48
C 4.10 0.91 0.43
C 3.94 3.38 0.05
C 0.52 -0.11 -2.77
C -2.85 -2.14 -0.16
O -3.89 -2.71 0.14
C -2.00 -1.56 1.00
Cl -1.12 -0.05 0.52
C -0.98 -2.62 1.47
C -0.22 -2.19 2.72
C -1.18 -1.84 3.85
C -2.17 -0.76 3.41
C -2.93 -1.18 2.16
H -4.46 -2.24 -2.13
H -3.23 -2.08 -3.41
H -3.40 -3.60 -2.51
H -0.47 -1.78 -1.09
H -0.86 -2.87 -2.41
H -0.93 -0.72 -4.92
H -1.99 0.95 -3.65
H -2.23 0.60 -1.91
H 2.22 1.95 -2.32
H 1.81 3.55 -1.68
H 1.53 0.91 -0.16
H 1.05 3.77 0.79
H 0.24 2.31 1.39
H 2.83 3.19 2.44
H 2.99 0.95 3.00
H 5.00 1.05 1.05
H 3.58 0.02 0.78
H 4.44 0.73 -0.59
H 4.80 3.55 0.70
H 4.31 3.29 -0.97
H 3.30 4.27 0.10
H 1.16 -0.50 -1.97
H 1.11 -0.05 -3.70
H -1.56 -3.52 1.67
H -0.29 -2.86 0.66
H 0.45 -3.00 3.02
H 0.40 -1.32 2.49
H -1.74 -2.73 4.15
H -0.62 -1.50 4.73
H -2.88 -0.55 4.21
H -1.62 0.17 3.22
H -3.61 -0.40 1.83
H -3.54 -2.06 2.38
*
```

---

[6]
Computed, not measured: C17H13BrF2N6RuS2 as an isolated structure, with wB97M-V/def2-TZVPD.

Calculated values
Lowest unoccupied orbital energy (alpha / beta) (eV): 2.36 / 2.14
Energy above the lowest of the compared OMol25 structures with the same formula, charge and spin (eV): 0.123
Total energy (eV): -126515.0536
Maximum force (eV/Å): 0.82

```
! wB97M-V def2-TZVPD RIJCOSX def2/J DEFGRID3
* xyz -1 2
Ru -0.10 0.89 -0.46
F -1.70 5.98 -0.15
C -1.36 4.84 0.50
C -0.92 3.76 -0.22
C -0.58 2.59 0.46
C -0.68 2.55 1.86
C -1.13 3.68 2.53
F -1.25 3.67 3.88
C -1.48 4.84 1.88
C -0.32 1.27 2.44
C -0.33 0.94 3.80
C 0.01 -0.34 4.18
C 0.36 -1.27 3.22
C 0.37 -0.88 1.90
N 0.04 0.36 1.51
H -0.85 3.81 -1.30
H -1.82 5.71 2.43
H -0.61 1.68 4.53
H 0.00 -0.61 5.23
H 0.63 -2.29 3.48
H 0.64 -1.56 1.11
Br -2.53 0.23 -0.37
S -0.96 0.04 -4.89
C -0.56 0.74 -3.47
N -0.27 1.25 -2.46
N 2.82 2.15 -0.59
C 1.75 1.71 -0.52
C -0.11 -5.45 -1.69
C -0.65 -4.17 -2.35
C 0.23 -2.99 -2.10
N -0.01 -2.11 -1.20
N 0.93 -1.09 -1.17
C 1.88 -1.27 -2.04
N 2.96 -0.46 -2.20
S 1.69 -2.69 -2.99
H -0.77 -6.29 -1.90
H -0.05 -5.32 -0.61
H 0.88 -5.70 -2.06
H -1.63 -3.91 -1.95
H -0.76 -4.32 -3.42
H 2.92 0.43 -1.71
H 3.35 -0.41 -3.13
*
```

---

> Among the records above, which one has the highest maximum force?

C2H5O2Pr

---

> total energy of number 2 (C15H16PtTe)?

-26303.1303 eV